## i
18
Properties=species:S:1:pos:R:3 method="wB97M-V/def2-TZVPD" gap_ha="0.420 / 0.206" s2=0.755 multiplicity=2 charge=+1
O -2.4084 -0.9031 0.8586
H 3.4310 0.0708 0.6116
C 0.6983 -0.0234 -0.9069
H 1.5850 -1.6332 0.3152
H 2.6706 -1.1771 -1.0554
H 0.0522 2.2873 0.3048
H -3.2245 -1.4433 0.5303
C -1.5887 -0.5846 -0.3305
H -1.1838 -1.6057 -0.5922
H 0.9833 1.0059 -1.3914
N -0.7564 1.6984 0.0573
C -0.4297 0.2968 0.0465
C 1.9107 -0.7205 -0.2308
H -0.4344 -0.0417 1.1535
H -2.2131 -0.1488 -1.1559
H 0.3894 -0.6285 -1.8149
H -1.4838 1.8104 0.7445
O 2.5558 0.3787 0.4514

---

## ii
18
Properties=species:S:1:pos:R:3 method="wB97M-V/def2-TZVPD" gap_ha="0.308 / 0.224" s2=0.757 multiplicity=2 charge=+1
H -1.1045 -1.7127 1.6104
H 2.5449 1.7400 1.3758
C -1.1613 -0.1974 -0.5340
C -1.4269 0.7642 -1.6157
H -1.7720 1.7248 -1.2430
H 0.0196 -1.9639 -0.0092
O 1.6648 1.3532 1.3591
N -1.8373 0.0257 0.6399
O 3.2834 -0.1565 -0.4111
H 1.0697 1.8058 1.9562
H 0.0918 -1.5033 -1.7723
C -1.7467 -0.8248 1.5994
H -2.3688 -0.6522 2.4765
H 2.4281 0.2972 -0.4281
H -0.5289 0.8711 -2.2076
H -2.2018 0.4602 -2.3468
H 3.2847 -0.7881 0.3163
C -0.2387 -1.2432 -0.7657

---

## iii
18
Properties=species:S:1:pos:R:3 method="wB97M-V/def2-TZVPD" gap_ha="0.426 / 0.211" s2=0.755 multiplicity=2 charge=+1
O -2.4518 -0.5543 -1.5760
H -1.7879 -1.4567 0.7521
H -2.1276 -1.4235 -1.3121
C 2.0047 0.3209 0.4678
H 2.5337 -0.0758 -0.5167
H 0.4737 1.0880 1.5608
H -1.5085 1.4337 -1.7585
O 2.2635 -0.7533 1.4957
H 0.6323 1.9162 -0.0380
H -0.1532 -1.3986 1.1412
N -0.8707 -1.2989 0.4149
C -0.3977 0.0365 -0.2775
H 2.7431 1.1820 0.6880
H -2.3212 1.2240 -0.3018
C -1.6777 0.5993 -1.0222
H 1.9000 -1.5370 1.0127
C 0.5607 0.9053 0.4655
H 0.1848 -0.2078 -1.1958

---

## iv
18
Properties=species:S:1:pos:R:3 method="wB97M-V/def2-TZVPD" gap_ha="0.448 / 0.231" s2=0.755 multiplicity=2 charge=+1
H 0.0420 -2.1744 -0.3531
H -1.3376 -2.0586 0.5235
H 0.5738 1.9273 -0.9661
O -0.4761 -0.4373 -1.6927
H 1.7783 -0.4492 -0.3344
H -1.9406 0.2961 -0.3883
C 1.3740 -0.1853 0.6422
C -0.4694 1.8175 -0.6645
N -0.3473 -1.7753 0.5109
H 1.2514 -1.2528 2.3146
H -0.5319 -0.0159 1.5683
H 1.7095 0.8296 0.9002
H -1.0624 2.2742 -1.4623
O 1.8974 -1.0795 1.6127
C -0.8525 0.3476 -0.5831
C -0.1316 -0.3417 0.6096
H -0.6727 2.3348 0.2788
H -0.8044 -0.0570 -2.5164

---

Of them, iv has the highest stability.